# 1
11
Properties=species:S:1:pos:R:3:nbo_charge:R:1 method="wB97M-V/def2-TZVPD" smiles="SC1=CC1.S" homo_ev=-8.620 largest_force_ev_per_a=1.349 e_tot_ev=-24875.941 lumo_energy_ev=0.69 orbital_gap_ha=0.3420 de_lowest_kcal_mol=63.8
S -1.5902 -0.4793 -1.0085 0.0833
C -1.0131 0.3469 0.3818 -0.1843
C -0.6625 0.3270 1.6361 -0.2124
C -0.5387 1.6544 0.9315 -0.4042
H -1.7413 0.6051 -1.7657 0.1359
H -0.5146 -0.1966 2.5446 0.2268
H -1.2630 2.4412 1.1268 0.1766
H 0.4420 2.0265 0.6553 0.1789
S 2.4487 -1.8302 -1.0780 -0.2818
H 1.2864 -2.2824 -1.5313 0.1436
H 3.1463 -2.6125 -1.8926 0.1374

# 2
8
Properties=species:S:1:pos:R:3:nbo_charge:R:1 method="wB97M-V/def2-TZVPD" smiles="O=NC1=C2CN21" homo_ev="-9.103 / -9.458" largest_force_ev_per_a=2.939 e_tot_ev=-8162.563 lumo_energy_ev="-1.45 / -0.75" orbital_gap_ha="0.2813 / 0.3202" de_lowest_kcal_mol=164.9
O 3.0582 -0.5441 -0.1729 -0.2594
N 1.9331 -0.2087 0.0496 0.1632
C 0.7868 0.0370 -0.1236 0.1998
C -0.3537 0.9713 -0.4590 0.0865
C -1.3993 0.0172 -0.0147 -0.3027
N -0.2037 0.2206 0.8010 -0.3089
H -2.2934 0.4550 0.4049 0.2203
H -1.5280 -0.9482 -0.4855 0.2011

# 3
24
Properties=species:S:1:pos:R:3:nbo_charge:R:1 method="wB97M-V/def2-TZVPD" smiles=Cc1ccc(O)cc1.CC homo_ev=-8.363 largest_force_ev_per_a=1.055 e_tot_ev=-11607.388 lumo_energy_ev=0.84 orbital_gap_ha=0.3382 de_lowest_kcal_mol=5.7
C 2.3995 -1.0685 0.5897 -0.6269
C 1.1205 -0.3454 0.9123 -0.0494
C 0.2333 -0.9517 1.7841 -0.1889
C -0.9171 -0.3039 2.2293 -0.2928
C -1.1947 0.9802 1.8263 0.2936
O -2.3442 1.6588 2.0769 -0.6681
C -0.2487 1.6427 1.0334 -0.2456
C 0.8471 0.9794 0.5426 -0.1976
H 3.2977 -0.5150 0.8810 0.2184
H 2.5265 -1.1976 -0.4885 0.2132
H 2.4413 -2.0495 1.0519 0.2155
H 0.3707 -1.9630 2.1424 0.2089
H -1.6382 -0.8434 2.8310 0.2056
H -2.9927 1.1187 2.5388 0.4811
H -0.4631 2.6531 0.6906 0.2205
H 1.4406 1.4969 -0.2023 0.2129
C -0.4886 0.4209 -3.0612 -0.6056
C -0.6821 -0.7328 -2.0684 -0.6056
H 0.2539 0.1605 -3.8088 0.2010
H -1.4502 0.6095 -3.5479 0.2008
H -0.2274 1.3293 -2.5274 0.2016
H 0.1347 -0.7675 -1.3579 0.2070
H -0.7908 -1.7151 -2.5397 0.1989
H -1.6281 -0.5966 -1.5283 0.2016

# 4
17
Properties=species:S:1:pos:R:3:nbo_charge:R:1 method="wB97M-V/def2-TZVPD" homo_ev=-8.460 largest_force_ev_per_a=7.343 e_tot_ev=-7755.242 lumo_energy_ev=0.96 orbital_gap_ha=0.3461 de_lowest_kcal_mol=111.6
C -1.5881 -1.0433 0.2273 -0.4440
C 0.4555 0.3413 0.4490 0.2127
C 1.1230 -0.5273 -1.5908 -0.4451
H -1.5922 -1.1836 -0.9412 0.1673
H -2.1308 -0.1370 0.3485 0.2109
H -1.9891 -1.8993 0.7659 0.2072
H 0.2644 -1.6181 1.0568 0.3591
H 1.3398 0.2243 0.7764 0.1525
H -0.1934 2.4947 0.2731 0.3764
H 0.1208 1.7030 2.2286 0.3976
H -0.3965 0.9334 -1.3975 0.3717
H 1.6563 -0.2873 -2.6440 0.2097
H 1.8432 -1.3006 -0.9328 0.2132
H 0.2141 -1.2493 -1.9864 0.1715
N -0.2350 -0.7423 0.9714 -0.6201
N -0.1697 1.4860 1.0614 -0.8884
N 0.5362 0.6413 -0.8985 -0.6523

# 5
26
Properties=species:S:1:pos:R:3:nbo_charge:R:1 method="wB97M-V/def2-TZVPD" homo_ev=-12.540 largest_force_ev_per_a=1.256 e_tot_ev=-14464.140 lumo_energy_ev=-3.18 orbital_gap_ha=0.3441 de_lowest_kcal_mol=54.6 total_charge=+1
C 2.7497 -1.0306 0.0425 -0.6036
C 1.6968 -0.0941 -0.5356 -0.4255
C 0.9399 0.6147 0.5968 -0.2374
N -0.3419 1.1274 0.1460 -0.1185
N -0.3460 2.3082 -0.5591 -0.6212
C -1.4690 0.4842 0.3077 0.6012
C -2.7435 1.1196 -0.1068 -0.7056
N -1.4883 -0.6427 1.1545 -0.6459
C -1.4157 -1.9093 0.6229 0.2098
N -1.2738 -2.0288 -0.6554 -0.0982
O -1.2085 -1.0085 -1.4322 -0.5726
H 3.3129 -1.4969 -0.7601 0.2342
H 3.4424 -0.4843 0.6778 0.2138
H 2.2862 -1.8144 0.6388 0.2007
H 0.9866 -0.6513 -1.1486 0.2361
H 2.1794 0.6381 -1.1832 0.2115
H 0.7502 -0.0871 1.4095 0.2355
H 1.5278 1.4495 0.9873 0.2255
H 0.5789 2.7188 -0.6090 0.3976
H -0.7694 2.2253 -1.4781 0.3942
H -3.5886 0.6207 0.3610 0.2483
H -2.8686 1.0452 -1.1870 0.2763
H -2.7364 2.1809 0.1452 0.2661
H -2.0828 -0.5541 1.9710 0.4343
H -1.4690 -2.7611 1.2768 0.2362
H -1.2048 -2.9523 -1.0952 0.4072

# 6
113
Properties=species:S:1:pos:R:3:mulliken_spin:R:1 method="wB97M-V/def2-TZVPD" homo_ev="-3.414 / -3.402" largest_force_ev_per_a=0.536 spin_multiplicity=5 e_tot_ev=-115508.959 lumo_energy_ev="2.12 / 2.12" orbital_gap_ha="0.2034 / 0.2029" de_lowest_kcal_mol=0.0 total_charge=-1
Fe -1.3449 -0.4179 0.9347 3.6205
C -1.0306 2.0118 3.4990 -0.0198
C -0.7527 0.6507 4.0529 0.0033
C -0.5110 0.5816 5.4524 0.0002
C -0.2958 -0.6190 6.0386 -0.0025
C -0.3012 -1.7885 5.2431 -0.0007
C -0.0896 -3.0576 5.8236 0.0098
C -0.1044 -4.1670 5.0254 -0.0028
C -0.3150 -4.0407 3.6466 -0.0078
C -0.5163 -2.8175 3.0286 -0.0205
S -0.6957 -2.7303 1.3042 0.1006
C -0.5255 -1.6462 3.8540 0.0461
N -0.7576 -0.4113 3.2783 0.0081
H -0.2234 2.6894 3.7855 -0.0001
H -1.9533 2.4071 3.9361 0.0041
H -1.1079 2.0046 2.4165 0.0158
H -0.5107 1.5018 6.0224 -0.0002
H -0.1143 -0.7052 7.1043 -0.0001
H 0.0815 -3.1236 6.8914 0.0007
H 0.0556 -5.1512 5.4489 -0.0003
H -0.3056 -4.9258 3.0225 0.0006
C -3.3535 2.7979 0.8496 0.0025
C -2.2616 2.4512 -0.1557 0.0513
O -2.2986 3.0024 -1.2649 0.0198
N -1.3048 1.6121 0.2853 -0.0630
Te 0.2396 1.4352 -1.0786 0.0213
C 1.6776 1.3378 0.4924 0.0313
C 2.6534 0.3332 0.5577 -0.0157
C 2.9658 -0.6278 -0.5621 0.0079
C 3.4694 0.2841 1.6890 0.0018
C 3.3840 1.2172 2.7085 0.0001
C 4.2464 1.1170 3.9366 -0.0001
C 2.5175 2.2880 2.5368 0.0007
C 1.6900 2.3876 1.4253 -0.0085
C 0.9874 3.7009 1.1864 0.0102
C 2.4464 1.9660 -3.5423 0.0002
C 2.3877 1.7210 -4.9325 0.0086
C 1.0421 1.4587 -5.5850 0.0011
C 3.5078 1.7306 -5.7633 0.0002
C 4.7755 2.0090 -5.2625 -0.0002
C 5.9832 2.0455 -6.1630 0.0000
C 4.8680 2.3101 -3.9112 -0.0001
C 3.7388 2.2956 -3.0845 0.0008
C 3.9679 2.6740 -1.6335 -0.0001
H -3.0221 3.6783 1.4064 0.0015
H -3.5280 2.0028 1.5695 0.0029
H -4.2745 3.0518 0.3258 -0.0014
H 2.3642 -1.5346 -0.5390 -0.0006
H 4.0111 -0.9308 -0.4881 0.0002
H 2.8370 -0.1587 -1.5424 -0.0041
H 4.2076 -0.5091 1.7552 -0.0002
H 4.9289 0.2696 3.8703 0.0000
H 3.6364 0.9864 4.8338 0.0000
H 4.8416 2.0223 4.0750 0.0000
H 2.5067 3.0924 3.2685 -0.0004
H 0.9182 4.2763 2.1102 -0.0002
H -0.0104 3.5878 0.7716 -0.0032
H 1.5789 4.2885 0.4781 0.0007
H 0.7387 0.4075 -5.5154 -0.0001
H 1.0519 1.7215 -6.6471 0.0000
H 0.2700 2.0514 -5.0913 0.0002
H 3.3937 1.5269 -6.8286 0.0000
H 5.9145 1.2925 -6.9521 0.0000
H 6.9006 1.8581 -5.6000 0.0000
H 6.0953 3.0180 -6.6535 0.0000
H 5.8421 2.5693 -3.4940 0.0000
H 4.7558 3.4282 -1.5354 0.0000
H 4.2646 1.8181 -1.0184 0.0001
H 3.0561 3.0861 -1.1992 0.0007
C -4.9723 0.0214 -0.7547 0.0016
C -5.1945 -0.1629 0.7442 0.0134
P -3.7308 -0.8520 1.6377 0.0180
C -4.1763 -2.6274 1.8259 0.0174
C -4.2468 -3.4306 0.5335 -0.0021
C -4.0085 -0.2763 3.3740 -0.0233
C -5.4014 -0.4591 3.9704 -0.0012
H -5.8465 0.4809 -1.2200 -0.0009
H -4.7874 -0.9283 -1.2579 -0.0020
H -4.1147 0.6678 -0.9537 0.0037
H -6.0496 -0.8181 0.9368 0.0009
H -5.4291 0.8014 1.2025 0.0043
H -5.1422 -2.6642 2.3369 -0.0001
H -3.4258 -3.0584 2.4936 0.0025
H -4.9248 -2.9759 -0.1931 0.0005
H -4.6160 -4.4374 0.7399 -0.0002
H -3.2616 -3.5173 0.0826 0.0021
H -3.7319 0.7807 3.4001 0.0033
H -3.2611 -0.7923 3.9824 0.0030
H -6.1650 0.0534 3.3821 0.0001
H -5.4381 -0.0497 4.9822 -0.0005
H -5.6816 -1.5107 4.0390 0.0003
C -1.4275 -0.1361 -3.2524 0.0012
C -0.7571 -1.2013 -2.3754 -0.0181
C -1.8269 -2.2570 -2.0776 0.0133
C -0.2691 -0.6207 -1.0219 0.1985
C 0.4240 -1.8106 -3.1425 -0.0062
C 0.5695 -3.1782 -3.3744 0.0023
C 1.6809 -3.6796 -4.0449 -0.0008
C 2.6702 -2.8243 -4.5050 0.0018
C 2.5378 -1.4591 -4.2833 0.0002
C 1.4305 -0.9676 -3.6113 0.0059
H -2.2795 0.3136 -2.7324 -0.0058
H -1.7850 -0.5881 -4.1813 0.0003
H -0.7466 0.6687 -3.5410 0.0025
H -2.6521 -1.7774 -1.5521 0.0075
H -1.4522 -3.0596 -1.4416 -0.0006
H -2.2168 -2.6992 -3.0012 0.0000
H 0.6132 -1.1687 -0.7206 -0.0584
H -0.1784 -3.8772 -3.0261 0.0002
H 1.7683 -4.7486 -4.2044 0.0000
H 3.5361 -3.2149 -5.0271 0.0002
H 3.2914 -0.7576 -4.6251 -0.0002
H 1.3847 0.1057 -3.4400 -0.0061